No. 1
{"formula": "C18H37N2O4", "method": "ωB97M-V/def2-TZVPD", "multiplicity": 1, "e_homo_ev": -10.86, "total_charge": 1, "mol_weight_g_mol": 345.5, "total_energy_ev": -30431.694, "smiles": "CN(C)CCOC(=O)CCCCCCCCC(=O)OCC[NH+](C)C", "homo_lumo_gap_ev": 8.7, "lumo_ha": -0.078, "symbols": ["C", "N", "C", "C", "C", "O", "C", "O", "C", "C", "C", "C", "C", "C", "C", "C", "C", "O", "O", "C", "C", "N", "C", "C", "H", "H", "H", "H", "H", "H", "H", "H", "H", "H", "H", "H", "H", "H", "H", "H", "H", "H", "H", "H", "H", "H", "H", "H", "H", "H", "H", "H", "H", "H", "H", "H", "H", "H", "H", "H", "H"], "coordinates": [[-4.02, -1.73, 2.19], [-2.67, -1.32, 1.88], [-2.15, -0.37, 2.84], [-2.47, -0.93, 0.51], [-3.24, 0.32, 0.02], [-2.84, 0.63, -1.31], [-1.78, 1.41, -1.49], [-1.17, 1.95, -0.59], [-1.41, 1.52, -2.95], [-0.76, 0.21, -3.42], [0.45, -0.16, -2.57], [1.14, -1.45, -3.03], [2.02, -2.04, -1.93], [1.22, -2.91, -0.96], [1.97, -3.19, 0.35], [1.52, -2.27, 1.51], [1.68, -0.83, 1.14], [0.79, -0.13, 0.69], [2.90, -0.36, 1.37], [3.25, 0.94, 0.90], [2.50, 2.08, 1.61], [1.24, 2.46, 0.93], [0.28, 3.09, 1.85], [1.47, 3.32, -0.24], [-4.35, -2.45, 1.45], [-4.01, -2.22, 3.17], [-4.73, -0.90, 2.23], [-1.14, -0.09, 2.55], [-2.76, 0.54, 2.93], [-2.12, -0.85, 3.82], [-2.75, -1.77, -0.13], [-1.40, -0.73, 0.37], [-3.04, 1.17, 0.67], [-4.31, 0.13, -0.04], [-0.71, 2.35, -3.07], [-2.31, 1.71, -3.53], [-1.50, -0.59, -3.36], [-0.46, 0.32, -4.46], [0.12, -0.29, -1.53], [1.17, 0.66, -2.59], [1.74, -1.23, -3.92], [0.39, -2.18, -3.32], [2.52, -1.23, -1.39], [2.81, -2.65, -2.38], [0.27, -2.43, -0.73], [0.99, -3.85, -1.45], [3.04, -3.08, 0.20], [1.78, -4.21, 0.68], [2.14, -2.48, 2.38], [0.47, -2.45, 1.73], [4.32, 1.02, 1.10], [3.08, 0.98, -0.18], [3.14, 2.96, 1.66], [2.28, 1.76, 2.63], [0.79, 1.55, 0.60], [-0.65, 3.27, 1.30], [0.06, 2.43, 2.68], [0.67, 4.03, 2.22], [2.21, 2.88, -0.90], [1.81, 4.30, 0.09], [0.53, 3.41, -0.78]]}



No. 2
{"formula": "CH4NO2", "method": "ωB97M-V/def2-TZVPD", "multiplicity": 1, "e_homo_ev": [-1.33, -1.32], "total_charge": -1, "mol_weight_g_mol": 62.0, "total_energy_ev": -6682.770, "homo_lumo_gap_ev": [5.5, 5.5], "lumo_ha": [0.155, 0.155], "symbols": ["C", "N", "O", "O", "H", "H", "H", "H"], "coordinates": [[1.27, -0.22, 0.25], [-1.93, 0.39, 0.20], [-1.20, -0.52, -0.55], [1.86, 0.66, -0.37], [1.35, -1.25, -0.09], [-0.29, -0.31, -0.27], [0.75, -0.09, 1.16], [-1.82, 1.34, -0.32]]}



No. 3
{"formula": "C28H47BrIN3O3PbS2Si2", "method": "ωB97M-V/def2-TZVPD", "multiplicity": 1, "e_homo_ev": -8.01, "mol_weight_g_mol": 1008.0, "total_energy_ev": -161235.921, "homo_lumo_gap_ev": 7.7, "lumo_ha": -0.011, "symbols": ["Pb", "Br", "C", "C", "C", "C", "C", "C", "C", "C", "C", "C", "H", "H", "H", "H", "H", "H", "N", "N", "C", "N", "S", "H", "H", "H", "H", "H", "I", "C", "Si", "C", "C", "C", "C", "H", "H", "H", "H", "H", "H", "H", "H", "H", "C", "C", "C", "C", "O", "Si", "S", "O", "C", "C", "C", "C", "O", "C", "C", "C", "C", "H", "H", "H", "H", "H", "H", "H", "H", "H", "H", "H", "H", "H", "H", "H", "H", "H", "H", "H", "H", "H", "H", "H", "H", "H", "H", "H"], "coordinates": [[-0.79, 1.27, 0.24], [-0.64, 3.70, 3.27], [1.25, 3.59, 3.48], [1.68, 3.31, 4.74], [3.05, 3.13, 5.01], [3.95, 3.20, 3.98], [3.52, 3.49, 2.67], [4.48, 3.55, 1.63], [4.12, 3.86, 0.35], [2.77, 4.15, 0.07], [1.80, 4.12, 1.05], [2.15, 3.74, 2.39], [0.96, 3.21, 5.54], [3.38, 2.92, 6.02], [5.00, 3.02, 4.16], [5.52, 3.36, 1.88], [4.85, 3.90, -0.44], [2.48, 4.43, -0.93], [2.36, 0.89, -0.64], [2.37, 0.53, -1.98], [1.37, 0.83, -2.82], [1.53, 0.41, -4.08], [-0.02, 1.72, -2.46], [3.24, 1.33, -0.39], [2.20, 0.05, -0.08], [3.07, -0.13, -2.29], [2.29, -0.19, -4.35], [0.76, 0.53, -4.71], [-3.50, 1.42, -0.54], [-3.37, 5.64, 0.98], [-2.06, 5.92, -0.32], [-2.59, 5.27, -1.99], [-1.62, 7.73, -0.44], [-0.53, 5.05, 0.21], [0.50, 4.57, 0.63], [-4.12, 6.43, 0.96], [-2.93, 5.61, 1.98], [-3.89, 4.69, 0.82], [-3.22, 6.01, -2.51], [-3.17, 4.35, -1.90], [-1.73, 5.06, -2.63], [-2.47, 8.32, -0.80], [-0.79, 7.88, -1.13], [-1.32, 8.12, 0.54], [0.05, -4.13, 2.72], [-1.41, -4.05, 2.30], [-2.14, -5.34, 2.66], [-2.10, -2.85, 2.95], [-1.52, -3.92, 0.88], [-0.61, -3.21, -0.26], [0.04, -1.26, 0.30], [-1.39, -3.27, -1.67], [-2.71, -2.99, -2.16], [-2.56, -1.88, -3.19], [-3.22, -4.27, -2.81], [-3.64, -2.57, -1.03], [0.73, -4.14, -0.42], [1.89, -4.08, -1.24], [1.59, -3.38, -2.56], [2.98, -3.34, -0.48], [2.31, -5.52, -1.49], [0.12, -4.35, 3.79], [0.56, -3.18, 2.53], [0.56, -4.91, 2.17], [-2.13, -5.50, 3.74], [-1.65, -6.19, 2.17], [-3.17, -5.29, 2.32], [-2.08, -2.94, 4.04], [-3.14, -2.80, 2.62], [-1.60, -1.93, 2.66], [-1.96, -2.23, -4.03], [-2.07, -1.02, -2.74], [-3.54, -1.56, -3.56], [-2.50, -4.62, -3.55], [-4.17, -4.09, -3.31], [-3.36, -5.05, -2.06], [-3.31, -1.63, -0.58], [-3.66, -3.34, -0.25], [-4.65, -2.43, -1.41], [1.33, -2.34, -2.39], [0.75, -3.85, -3.06], [2.47, -3.44, -3.22], [2.63, -2.34, -0.21], [3.89, -3.26, -1.09], [3.23, -3.87, 0.44], [1.53, -6.05, -2.03], [2.48, -6.03, -0.54], [3.23, -5.56, -2.08]]}



No. 4
{"formula": "C5H4BrNS", "method": "ωB97M-V/def2-TZVPD", "multiplicity": 1, "e_homo_ev": [-8.35, -8.39], "mol_weight_g_mol": 190.1, "total_energy_ev": -87612.821, "homo_lumo_gap_ev": [5.3, 5.3], "lumo_ha": [-0.112, -0.112], "symbols": ["C", "C", "C", "C", "C", "N", "S", "Br", "H", "H", "H", "H"], "coordinates": [[-1.38, 0.29, 1.66], [1.13, -0.28, -0.87], [1.04, 1.04, -1.03], [0.23, -0.88, 0.18], [-1.06, -0.37, 0.49], [-1.78, 0.65, 2.74], [0.15, 2.30, -0.41], [-2.54, -0.66, -0.67], [1.76, -0.83, -1.54], [1.76, 1.33, -1.77], [0.04, -1.83, -0.02], [0.65, -0.75, 1.24]]}